1.
The following is a DFT calculation (ωB97M-V/def2-TZVPD) of a molecular structure, C8H11IrNPS in a non-equilibrium geometry.

Last column: Löwdin spin population.
Geometry (Å):
C1 1.6975 0.7330 -1.4390  0.093
C2 2.6505 0.8907 -0.3174  0.370
C3 2.9055 -0.3666 0.2982  0.117
C4 2.2393 -1.3861 -0.4200  0.325
C5 1.3935 -0.8246 -1.5194  0.177
Ir1 -0.1179 0.1055 -0.7164  1.382
P1 -1.5659 1.2410 -1.7531  0.263
H1 1.6554 1.3777 -2.3373  0.005
H2 3.0044 1.8552 0.0083  0.021
H3 3.2806 -0.4782 1.3225  -0.001
H4 1.1658 -1.3151 -2.4815  0.012
H5 2.2971 -2.4598 -0.2031  0.015
H6 -1.8610 0.3667 -2.8881  0.034
H7 -0.9855 2.5179 -2.2270  0.020
H8 -2.8193 1.5381 -1.0495  0.051
S1 -2.9420 0.3720 2.8542  0.242
C6 -2.3285 -1.2616 2.6669  0.119
C7 -1.3739 -1.3405 1.6652  0.014
N1 -1.1465 -0.0951 1.0614  0.287
C8 -1.8042 0.9249 1.6516  0.414
H9 -2.7527 -2.1102 3.1982  0.006
H10 -0.8678 -2.2428 1.3068  0.002
H11 -1.7245 1.9578 1.3186  0.029

Properties
Net charge: 0
HOMO-LUMO gap (alpha / beta) in eV: 4.7 / 6.5
Multiplicity: 5
⟨S²⟩: 6.04
Calculated total energy in hartree: -1209.7683



2.
The following is a DFT calculation (ωB97M-V/def2-TZVPD) of a single C8H11N molecule in a non-equilibrium geometry.

Last column: Löwdin charge in e.
Geometry (Å):
C1 1.7905 -0.1128 2.0760  -0.040
C2 1.4871 -0.0357 0.9407  -0.112
C3 0.9656 0.0764 4.3677  0.017
C4 2.0113 -0.1140 3.4688  -0.186
N1 1.0823 0.2095 -0.2465  -0.127
C5 1.1474 1.5925 -0.7465  -0.136
C6 -0.0766 -0.4387 -0.6272  -0.207
C7 0.0527 1.5747 -1.7382  -0.225
C8 -0.9545 0.6928 -1.0879  -0.187
H1 -0.0400 0.3057 3.9683  0.058
H2 0.9498 -0.1485 5.4115  0.031
H3 2.9908 -0.3985 3.8737  0.089
H4 2.0438 1.7892 -1.2838  0.115
H5 0.8422 2.3229 0.0237  0.139
H6 -0.5733 -0.9575 0.2277  0.139
H7 0.0406 -1.2153 -1.3915  0.124
H8 -0.2924 2.6232 -1.8618  0.127
H9 0.3853 1.1870 -2.7062  0.122
H10 -1.8196 0.4251 -1.8242  0.146
H11 -1.4495 1.2055 -0.2608  0.115

Properties
Net charge: 0
SMILES: C=CC#CN1CCCC1
HOMO-LUMO gap in eV: 8.9
Multiplicity: 1
Calculated total energy in hartree: -366.0530



3.
The following is a DFT calculation (ωB97M-V/def2-TZVPD) of a gas-phase ion, C8H11N2O2 (charge -1) in a non-equilibrium geometry.

Last column: Löwdin charge in e.
Geometry (Å):
C1 -1.0983 1.9340 0.6023  -0.077
C2 0.1235 2.0218 1.1466  -0.083
C3 -1.4108 1.1135 -0.5473  -0.366
C4 1.1946 1.1289 0.5941  -0.050
C5 -0.5549 -0.2464 -0.5825  -0.240
C6 0.9129 0.0710 -0.2026  -0.302
C7 -1.0916 -1.2897 0.4466  -0.074
C8 1.8443 -0.8232 -0.9446  -0.082
N1 -1.2730 1.8880 -1.7370  0.068
N2 -2.3245 2.5363 -2.1312  -0.550
O1 -3.3951 2.5258 -1.5003  -0.090
O2 -2.1996 3.0581 -3.2627  -0.120
H1 -1.8804 2.6892 0.6419  0.110
H2 0.1066 2.4855 2.0825  0.062
H3 -2.4315 0.7796 -0.5119  0.116
H4 2.1935 1.3951 0.9281  0.088
H5 -0.6399 -0.7074 -1.4907  0.090
H6 -0.6466 -2.2226 0.2999  0.018
H7 -2.1959 -1.5700 0.4078  0.090
H8 -0.7592 -1.0630 1.5318  0.105
H9 1.6039 -1.9453 -0.7340  0.099
H10 2.8874 -0.6985 -0.5594  0.072
H11 1.6032 -0.4664 -2.0135  0.115

Properties
Net charge: -1
SMILES: CC1=CC=C[C@@H](N=[N+]([O-])[O-])[C@@H]1C
HOMO-LUMO gap in eV: 7.3
Multiplicity: 1
Calculated total energy in hartree: -571.2908